(1)
{
  "formula": "C5H7NO",
  "method": "ωB97M-V with the def2-TZVPD basis set",
  "symbols": ["C", "C", "C", "C", "N", "C", "O", "H", "H", "H", "H", "H", "H", "H"],
  "positions_angstrom": [[0.2066, -0.9362, 0.6597], [-1.2962, 1.1460, -0.2274], [-0.3646, 0.0274, -0.6555], [1.2572, 0.4042, 0.0208], [-0.5512, -0.4888, -1.8129], [1.7559, -0.6389, 0.7698], [2.6611, -1.1806, 1.3371], [0.1117, -1.2250, -2.0474], [0.0911, -1.8991, 0.1861], [-0.3063, -0.7882, 1.6026], [1.0588, 1.3114, 0.5849], [-1.1648, 1.4389, 0.8149], [-1.1360, 2.0166, -0.8634], [-2.3234, 0.8122, -0.3695]],
  "homo_lumo_gap_ev": [8.06, 8.06],
  "largest_force_ev_per_a": 0.44,
  "total_energy_ha": -324.53018,
  "homo_ev": [-8.45, -8.45],
  "lumo_ha": [-0.015, -0.015]
}

(2)
{
  "formula": "C5H7NO",
  "method": "ωB97M-V with the def2-TZVPD basis set",
  "symbols": ["C", "C", "C", "N", "C", "C", "O", "H", "H", "H", "H", "H", "H", "H"],
  "positions_angstrom": [[-1.2760, -1.3006, 0.1992], [-0.4680, 0.0147, 0.2022], [-1.2457, 1.2135, -0.1463], [-1.8000, 2.2245, -0.2344], [0.8582, -0.0720, -0.5644], [1.8434, 0.9022, 0.0491], [1.5432, 1.6553, 0.9449], [-2.3410, -1.1287, 0.3790], [-0.9092, -1.9728, 0.9832], [-1.1903, -1.8335, -0.7551], [-0.1527, 0.3301, 1.2071], [1.2655, -1.0915, -0.4969], [0.7821, 0.1394, -1.6400], [2.8731, 0.8958, -0.3517]],
  "homo_lumo_gap_ev": 11.14,
  "largest_force_ev_per_a": 1.04,
  "total_energy_ha": -324.68817,
  "homo_ev": -10.43,
  "smiles": "C[C@H](C#N)CC=O",
  "lumo_ha": 0.026
}

(3)
{
  "formula": "C5H7NO",
  "method": "ωB97M-V with the def2-TZVPD basis set",
  "symbols": ["C", "N", "C", "O", "H", "H", "H", "C", "C", "C", "H", "H", "H", "H"],
  "positions_angstrom": [[1.1351, -0.0737, -1.2593], [-0.0750, 0.1551, -1.5901], [-0.5241, 1.4674, -1.2562], [0.1753, 2.4208, -1.0255], [1.7775, 0.7049, -0.8328], [1.5439, -1.0690, -1.4276], [-1.6240, 1.5060, -1.2366], [0.8339, -0.4821, 1.7077], [-0.3911, -0.7714, 1.3450], [-1.5466, -0.9988, 0.7831], [1.5759, -1.2596, 1.8627], [1.1349, 0.5424, 1.9239], [-1.5377, -0.9507, -0.3058], [-2.4781, -1.1912, 1.3115]],
  "homo_lumo_gap_ev": 10.05,
  "largest_force_ev_per_a": 0.64,
  "total_energy_ha": -324.60500,
  "homo_ev": -10.06,
  "smiles": "C=NC=O.C=C=C",
  "lumo_ha": -0.001
}

(4)
{
  "formula": "C5H7NO",
  "method": "ωB97M-V with the def2-TZVPD basis set",
  "symbols": ["C", "C", "O", "C", "C", "N", "C", "H", "H", "H", "H", "H", "H", "H"],
  "positions_angstrom": [[-1.2259, -1.0522, 0.2460], [-1.0143, 0.2793, -0.5184], [-0.5423, 1.4026, 0.2065], [0.8013, 1.3980, 0.4910], [1.5148, 0.3487, 0.8969], [-0.1579, -1.6699, -0.5974], [0.0042, -0.5708, -1.2348], [-1.0195, -0.9884, 1.3237], [-2.1774, -1.5601, 0.0828], [-1.8570, 0.6148, -1.1329], [1.2510, 2.3641, 0.2658], [2.5961, 0.3865, 0.8336], [1.0706, -0.6128, 1.1307], [0.7563, -0.3397, -1.9936]],
  "homo_lumo_gap_ev": 10.33,
  "largest_force_ev_per_a": 0.51,
  "total_energy_ha": -324.60518,
  "homo_ev": -9.31,
  "lumo_ha": 0.038
}

(5)
{
  "formula": "C5H7NO",
  "method": "ωB97M-V with the def2-TZVPD basis set",
  "symbols": ["C", "C", "C", "C", "N", "C", "O", "H", "H", "H", "H", "H", "H", "H"],
  "positions_angstrom": [[-1.4146, -0.0959, 0.7910], [-0.2921, -0.8612, 0.0712], [0.9208, -0.2293, -0.8424], [0.5121, 0.5612, -1.9687], [0.1039, 1.0035, -2.9578], [1.2848, 0.5323, 0.5017], [2.2047, -0.0268, -0.3375], [-1.0834, 0.3608, 1.7271], [-2.2298, -0.8093, 1.0007], [-1.8452, 0.6660, 0.1416], [0.1432, -1.5821, 0.7617], [-0.7527, -1.3484, -0.7523], [1.1154, 1.5554, 0.2856], [1.3329, 0.2736, 1.5782]],
  "homo_lumo_gap_ev": 9.90,
  "largest_force_ev_per_a": 4.25,
  "total_energy_ha": -324.55021,
  "homo_ev": -9.22,
  "smiles": "CC[C@@]1(C#N)CO1",
  "lumo_ha": 0.025
}

(6)
{
  "formula": "C5H7NO",
  "method": "ωB97M-V with the def2-TZVPD basis set",
  "symbols": ["C", "C", "C", "C", "C", "N", "O", "H", "H", "H", "H", "H", "H", "H"],
  "positions_angstrom": [[-0.0036, 1.5722, -0.2970], [2.4474, 0.6667, 0.1127], [-0.8188, -0.7738, -0.0108], [-1.8655, 0.3533, 0.2887], [0.3785, 0.0955, -0.5136], [-1.1566, 1.5911, 0.1044], [1.4564, -0.0573, 0.3698], [2.3828, 1.3583, -0.6064], [3.2899, 0.6844, 0.7960], [-0.5298, -1.2324, 1.0254], [-1.1342, -1.5240, -0.8056], [-2.8077, 0.1787, -0.3481], [-2.2181, 0.1638, 1.4122], [0.7603, 0.0105, -1.5964]],
  "homo_lumo_gap_ev": [6.34, 8.78],
  "largest_force_ev_per_a": 3.80,
  "total_energy_ha": -324.50274,
  "homo_ev": [-7.13, -8.29],
  "lumo_ha": [-0.029, 0.018]
}

(7)
{
  "formula": "C5H7NO",
  "method": "ωB97M-V with the def2-TZVPD basis set",
  "symbols": ["C", "C", "C", "C", "N", "C", "O", "H", "H", "H", "H", "H", "H", "H"],
  "positions_angstrom": [[-1.7122, 0.2672, 0.0634], [-0.2657, 0.2171, 0.4059], [0.5894, 1.1350, 0.8580], [1.9108, 0.4479, 1.0010], [1.9182, -0.7917, 0.6801], [0.5556, -1.0592, 0.2787], [0.1519, -2.1260, -0.0974], [-2.1199, 1.2733, 0.1915], [-2.2787, -0.4262, 0.6945], [-1.8686, -0.0498, -0.9735], [0.4028, 2.1776, 1.0886], [2.8152, 0.9433, 1.3501], [-0.2225, -0.7698, -3.0012], [0.1237, -1.2387, -2.5398]],
  "homo_lumo_gap_ev": 9.09,
  "largest_force_ev_per_a": 0.61,
  "total_energy_ha": -324.65020,
  "homo_ev": -10.07,
  "smiles": "CC1=CC=NC1=O.[H][H]",
  "lumo_ha": -0.036
}

(8)
{
  "formula": "C5H7NO",
  "method": "ωB97M-V with the def2-TZVPD basis set",
  "symbols": ["C", "C", "O", "C", "C", "C", "N", "H", "H", "H", "H", "H", "H", "H"],
  "positions_angstrom": [[1.9184, 0.0955, 0.0350], [0.6810, -0.7363, -0.1593], [0.6680, -1.9390, -0.0346], [-0.6594, -0.0373, -0.4821], [-1.6524, -0.3727, 0.6430], [-0.5270, 1.4073, -0.7089], [-0.4058, 2.5439, -0.8893], [2.7563, -0.5672, 0.2544], [1.7664, 0.7980, 0.8636], [2.1282, 0.6999, -0.8538], [-1.0200, -0.4853, -1.4165], [-1.3968, 0.1635, 1.5620], [-2.6779, -0.1226, 0.3638], [-1.5791, -1.4476, 0.8226]],
  "homo_lumo_gap_ev": 10.99,
  "largest_force_ev_per_a": 1.15,
  "total_energy_ha": -324.70604,
  "homo_ev": -10.29,
  "smiles": "CC(=O)[C@@H](C)C#N",
  "lumo_ha": 0.026
}

Which formula does entry 2 have?
C5H7NO